1.
C4H6N2O | ωB97M-V/def2-TZVPD

Geometry as XYZ:
```
13
Properties=species:S:1:pos:R:3:forces:R:3
C -1.079365 -1.343474 -1.353165 -0.01 -0.06 -0.03
C -0.179990 -0.501016 -0.511466 0.05 -0.06 -0.10
N 1.093755 -0.322446 -0.734222 -0.27 -0.04 0.05
C 1.538829 0.547529 0.239923 0.10 0.18 0.17
C 0.499237 0.905178 1.042684 0.13 -0.19 -0.31
O 0.382974 1.765641 2.082350 0.11 0.04 0.03
N -0.600855 0.232104 0.577091 0.06 0.02 0.02
H -0.493163 -1.665974 -2.216135 -0.12 0.01 0.12
H -1.950095 -0.785281 -1.716175 0.13 -0.06 0.09
H -1.438070 -2.235432 -0.827607 0.04 0.13 -0.02
H 2.569801 0.867965 0.307136 -0.14 -0.03 -0.05
H 1.172047 2.323023 2.062463 -0.20 -0.05 0.17
H -1.507247 0.212436 1.019125 0.12 0.08 -0.15
```
Forces are in eV/Å.

The calculated total energy comes out at -9272.924 eV. As for the structure (SMILES): Cc1ncc(O)[nH]1. The HOMO energy is -8.038 eV. The gap between HOMO and LUMO is 8.7 eV. The charge is 0. For the energy above the lowest of the compared OMol25 structures with the same formula, charge and spin, the calculation gives 13.3 kcal/mol.

Atomic partial charges in e from the natural (NBO) method, atoms 1 to 2: -0.655, 0.336

2.
C4H8O3 | ωB97M-V/def2-TZVPD

Geometry as XYZ:
```
15
Properties=species:S:1:pos:R:3:forces:R:3
C -0.033308 0.161850 -1.667938 0.03 -0.04 -0.05
C -0.389169 -0.644635 -0.458136 0.51 -0.13 -0.03
O -1.672486 -1.107096 -0.466668 -0.09 -0.10 0.21
C 0.474672 -0.926492 0.522793 -0.29 -0.37 -0.30
O 1.817946 -0.712094 0.314333 0.20 0.07 0.08
C 0.420380 1.274101 2.116531 1.30 0.50 0.25
O 1.498029 1.565858 1.887139 -1.14 -0.16 0.30
H -0.934944 0.438284 -2.221573 0.12 -0.09 0.13
H 0.509366 1.071496 -1.391270 -0.06 -0.19 -0.01
H 0.616003 -0.427118 -2.320214 -0.05 0.09 -0.04
H -1.600306 1.181294 0.222933 -0.22 0.29 0.05
H -1.756022 -1.778302 0.224793 -0.11 0.14 -0.09
H 0.165832 -1.468663 1.420274 0.14 -0.01 -0.17
H 2.183673 -0.141148 1.002712 -0.03 -0.13 -0.13
H -1.299670 1.512665 0.814293 -0.32 0.12 -0.19
```
Forces are in eV/Å.

The calculated total energy comes out at -10417.689 eV. The HOMO energy is -8.431 eV. The gap between HOMO and LUMO is 9.3 eV. The charge is 0. For the energy above the lowest of the compared OMol25 structures with the same formula, charge and spin, the calculation gives 76.4 kcal/mol.

Atomic partial charges in e from the natural (NBO) method, atoms 1 to 2: -0.675, 0.298

3.
C17H22N6O2S2 | ωB97M-V/def2-TZVPD

Geometry as XYZ:
```
49
Properties=species:S:1:pos:R:3:forces:R:3
C 0.876191 1.257034 2.818353 -0.32 1.08 1.86
N 1.607388 0.809524 1.656145 0.60 2.55 -0.69
C 2.264493 -0.485860 1.530550 1.68 1.09 -2.15
S 2.426142 2.194854 0.908650 -0.16 1.40 -3.17
O 3.864758 2.037451 0.654469 -2.05 -0.55 1.51
O 1.930868 3.490575 1.446653 0.75 -3.48 -0.33
N 1.774350 2.063779 -0.687086 -0.14 0.11 1.11
C 0.499665 2.804505 -0.918535 0.63 0.72 0.58
C 0.007236 2.703371 -2.359387 1.03 -5.12 1.63
N 0.431527 1.348421 -3.004880 -0.51 1.05 0.24
C -0.643563 0.404177 -3.417596 2.45 -0.38 0.95
C -1.526365 -0.077429 -2.324648 -0.92 -0.16 2.24
C -2.847836 -0.511128 -2.533792 1.75 -1.61 1.87
C -3.370141 -1.399217 -1.547700 -1.30 0.73 -1.44
C -2.809330 -1.594282 -0.326554 -0.56 0.03 1.62
C -1.641891 -0.952133 -0.007454 1.65 0.15 0.71
C -0.992167 -0.251295 -1.013746 -0.27 -0.54 -0.50
N -1.023311 -1.104001 1.284476 -1.94 -1.55 -0.17
C -1.318325 -2.241446 2.124643 0.09 0.34 -0.32
N -0.401620 -2.664467 2.973741 2.00 1.89 -0.16
C -0.618293 -3.618387 3.858127 -4.53 -1.37 -1.84
C -1.895807 -4.246325 3.627720 0.40 -2.40 2.96
N -2.855193 -4.007204 2.707857 1.89 0.64 1.54
C -2.575816 -2.915589 2.038911 1.43 0.75 -1.02
S -3.784941 -2.327824 0.994290 -1.07 0.48 -1.48
C 1.860114 0.832399 -2.784501 -3.46 -0.08 -0.64
C 2.601647 1.662742 -1.842376 3.67 1.90 1.39
H 0.061566 2.007953 2.692621 1.08 0.09 -1.03
H 1.566475 1.704696 3.582556 -0.80 -0.72 -0.23
H 0.200023 0.514648 3.221428 0.72 -1.06 0.37
H 1.543259 -1.239014 1.505134 -1.18 -1.37 1.13
H 3.175746 -0.708002 2.140227 -0.94 0.34 -0.29
H 2.507746 -0.572721 0.423351 0.49 0.41 1.15
H 0.621283 3.893103 -0.649673 -0.01 -0.97 -0.23
H -0.318847 2.429730 -0.282098 0.63 -0.20 0.10
H 0.300075 3.483493 -2.909656 1.49 2.85 -2.35
H -1.037318 2.792532 -2.226732 -1.37 -0.44 -0.53
H -0.119817 -0.538098 -3.725234 -0.20 0.76 -0.11
H -1.216976 0.705184 -4.266074 -0.36 0.62 -0.68
H -3.282962 -0.382184 -3.482362 -0.74 0.05 -0.94
H -4.320541 -1.918932 -1.657087 -0.01 0.31 -0.52
H 0.006552 0.004133 -0.740451 0.71 0.68 -0.36
H -0.233820 -0.528539 1.504482 0.17 -0.05 -0.04
H 0.011948 -4.010748 4.665526 0.18 0.73 -0.65
H -2.181803 -5.061210 4.358006 0.41 0.73 -0.99
H 1.828015 -0.198819 -2.457237 -0.37 -0.37 0.53
H 2.360319 0.768317 -3.716930 0.64 0.28 -1.10
H 3.149968 2.579146 -2.354007 -1.44 -1.39 0.82
H 3.539333 1.063088 -1.482124 -1.88 1.04 -0.35
```
Forces are in eV/Å.

The calculated total energy comes out at -52687.750 eV. As for the structure (SMILES): CN(C)S(=O)(=O)N1CCN(Cc2ccc3c(c2)Nc2nccnc2S3)CC1. The HOMO energy is -7.857 eV. The gap between HOMO and LUMO is 8.2 eV. The charge is 0. For the energy above the lowest of the compared OMol25 structures with the same formula, charge and spin, the calculation gives 100.1 kcal/mol.

Atomic partial charges in e from the natural (NBO) method, atoms 1 to 2: -0.454, -0.654

4.
C8H18ClILaN2OPS | ωB97M-V/def2-TZVPD

Geometry as XYZ:
```
34
Properties=species:S:1:pos:R:3:forces:R:3
C 0.764174 -2.068695 -0.854588 -0.46 -0.74 1.84
I 1.125683 1.568031 -0.555719 -1.15 0.54 2.03
H -0.306840 -2.485151 -1.041913 1.20 1.37 -0.07
H 0.965065 -2.559748 0.122341 1.08 -0.45 -0.96
H 1.349820 -2.370181 -1.751382 -0.18 0.08 1.09
La -1.329964 -0.774878 0.698509 -0.81 1.82 -3.15
P -0.428795 -0.311015 -2.567962 -0.93 1.39 -1.60
C 1.147192 0.183265 -3.385145 0.36 0.05 -0.06
C -0.929218 -1.603170 -3.759297 -0.21 -0.17 0.60
H -2.485233 0.946374 -2.599406 0.22 0.33 -0.42
H -1.626823 1.014972 -4.205750 -0.05 0.41 0.55
H -1.044098 2.041628 -2.786956 -0.44 -0.29 -0.36
C -1.518836 1.099186 -3.109796 0.28 -0.68 0.41
H -1.885945 -2.004913 -3.421614 -0.01 -0.19 -0.22
H -1.046161 -1.171303 -4.757090 0.10 -0.11 0.16
H 0.981266 0.326188 -4.464789 -0.02 -0.12 0.39
H 1.909300 -0.593325 -3.246372 -0.07 0.13 -0.15
H -0.175897 -2.394025 -3.770993 -0.16 -0.05 -0.15
H 1.536824 1.114512 -2.950589 -0.11 -0.49 -0.75
C 1.622367 -0.552564 -0.370214 2.53 -0.86 -2.49
O 2.806494 -0.653552 -0.519373 -2.48 -0.84 1.11
Cl -3.625261 -1.238679 -0.369574 0.29 -0.11 0.26
S -0.049847 -1.686968 2.785605 1.31 -0.81 1.99
C 0.141225 -0.133762 3.487143 -0.22 1.64 0.87
N 1.238311 0.467865 3.944300 0.60 -1.13 -0.66
C 0.992791 1.787637 4.541915 0.48 0.51 0.13
C -0.523000 1.888358 4.504647 -0.80 -0.06 0.35
N -0.917241 0.733502 3.666830 0.41 -0.68 -0.67
H 2.187771 0.057556 3.880674 -1.07 0.29 0.02
H 1.460473 2.624275 3.979584 -0.07 -0.80 0.18
H 1.373469 1.793655 5.566488 0.03 0.08 -0.21
H -0.872126 2.816599 4.058822 -0.02 -0.03 0.08
H -0.976630 1.762474 5.501653 0.18 0.15 -0.39
H -1.860309 0.375842 3.750008 0.17 -0.17 0.26
```
Forces are in eV/Å.

The calculated total energy comes out at -55206.947 eV. The HOMO energy (alpha / beta) is -15.049 / -15.050 eV. The gap between HOMO and LUMO (alpha / beta) is 7.2 / 7.2 eV. The charge is +2.

Atomic partial charges in e from the natural (NBO) method, atoms 1 to 2: -0.783, 0.239

5.
C5H7ClN2O2 | ωB97M-V/def2-TZVPD

Geometry as XYZ:
```
17
Properties=species:S:1:pos:R:3:forces:R:3
C -3.361899 0.463762 0.487708 1.71 1.07 -2.54
C -1.909924 0.318603 -0.027768 -2.16 -4.36 4.47
C -1.039562 -0.591576 0.476703 0.51 2.48 -2.44
N 0.238711 -0.452107 -0.105053 0.29 -0.43 0.67
C 1.326469 -1.042307 -0.028317 1.48 1.85 -2.45
Cl 1.836047 -2.558235 0.676855 -0.24 0.43 0.04
C 2.543074 -0.185588 -0.983897 -5.66 -1.37 -1.36
N 3.001592 0.792731 -0.111961 1.35 1.56 3.12
O 3.753043 0.446859 0.804865 -0.14 0.04 -0.85
O 2.508043 1.903836 -0.182682 0.18 -0.05 -0.38
H -4.051846 0.243945 -0.332074 0.07 0.74 -0.32
H -3.787107 -0.119822 1.232982 0.27 -1.21 1.93
H -3.314577 1.516321 0.747418 -1.07 0.25 0.17
H -1.658567 1.012387 -0.710298 1.21 2.03 -2.38
H -1.202517 -1.256285 1.267962 -0.42 -1.01 0.94
H 3.199827 -0.867624 -1.425342 1.53 -0.74 -0.05
H 1.919195 0.375106 -1.787109 1.08 -1.28 1.45
```
Forces are in eV/Å.

The calculated total energy comes out at -24890.674 eV. As for the structure (SMILES): C/C=C/N=C(\Cl)C[N+](=O)[O-]. The HOMO energy is -9.418 eV. The gap between HOMO and LUMO is 9.3 eV. The charge is 0. For the energy above the lowest of the compared OMol25 structures with the same formula, charge and spin, the calculation gives 94.1 kcal/mol.

Atomic partial charges in e from the natural (NBO) method, atoms 1 to 2: -0.657, -0.076

6.
C2H22NO9 | ωB97M-V/def2-TZVPD

Geometry as XYZ:
```
34
Properties=species:S:1:pos:R:3:forces:R:3
C -1.857207 -0.228522 -1.852288 -0.45 0.91 -1.16
N -1.364552 0.925508 -2.602480 2.33 -2.02 -0.33
C -0.247597 1.742958 -2.065202 -0.40 2.90 -0.51
O 0.937944 1.178941 -2.411331 -0.67 -1.11 0.05
H -1.081467 -0.989814 -1.714051 0.35 0.32 0.27
H -2.554545 -0.749674 -2.513438 -0.43 0.18 0.50
H -2.261714 0.194421 -0.942168 -0.28 -0.65 0.39
H -1.019894 0.652583 -3.534398 -0.73 0.20 -0.11
H -0.450562 1.951231 -0.993513 0.39 -0.23 -0.52
H -0.275874 2.693816 -2.689070 -0.34 -0.72 1.18
H -0.395077 -0.838261 0.275687 0.21 0.59 0.45
H 1.102003 -1.282310 0.092362 -1.67 0.24 0.55
O 0.192426 -1.505361 0.639683 1.11 0.01 -0.43
H 3.240460 -0.478373 0.155979 0.94 0.05 0.57
H 3.301228 -1.465779 1.222508 0.46 -0.12 0.46
O 3.890756 -0.801948 0.843231 -0.92 0.03 -0.57
H 0.712584 -1.168543 3.111635 -0.06 0.52 -0.44
H 0.584963 0.391057 2.904876 0.32 -0.31 -0.50
O 0.503188 -0.323549 3.528708 -0.25 -0.36 1.02
H -2.426228 -1.370270 2.412513 -0.27 -0.23 0.06
H -2.174151 -0.101677 3.132978 -0.19 0.13 0.18
O -2.900185 -0.712705 2.937792 0.55 0.07 -0.33
H -0.164479 1.842408 1.958594 -0.38 0.43 -0.34
H -1.378764 2.107030 1.046588 0.01 0.13 -0.29
O -1.122330 2.007503 1.959535 0.40 -0.31 0.52
H -1.103295 -2.290352 -0.067858 -0.46 -1.28 0.61
H -1.400247 -3.612674 -0.726889 -0.29 -0.16 0.20
O -1.838322 -2.956820 -0.168744 0.45 0.60 -0.79
H 1.794480 1.543495 -0.330265 0.36 -0.19 0.27
H 2.605478 2.742255 0.124423 0.10 0.06 0.14
O 1.809396 2.246944 0.331908 -0.42 0.03 -0.15
H 2.240304 -1.165783 -1.448437 0.19 0.10 0.13
H 1.210702 0.339345 -1.797117 0.47 -0.01 0.53
O 1.890566 -0.517082 -0.821746 -0.43 0.21 -1.61
```
Forces are in eV/Å.

The calculated total energy comes out at -22344.689 eV. As for the spin multiplicity: 2. The HOMO energy (alpha / beta) is -10.288 / -10.287 eV. The gap between HOMO and LUMO (alpha / beta) is 9.8 / 5.1 eV. The charge is 0.

Atomic partial charges in e from the natural (NBO) method, atoms 1 to 2: -0.482, -0.194